# 1
{
  "formula": "C27H34Ge2IN4SV",
  "method": "the ωB97M-V functional and the def2-TZVPD basis",
  "species": ["V", "N", "C", "C", "C", "C", "C", "C", "N", "C", "C", "C", "S", "C", "N", "H", "H", "H", "H", "H", "H", "H", "C", "C", "Ge", "C", "C", "C", "C", "Ge", "C", "C", "C", "C", "C", "C", "C", "C", "C", "C", "H", "H", "H", "H", "H", "H", "H", "H", "H", "H", "H", "H", "H", "H", "H", "H", "H", "H", "H", "H", "H", "H", "H", "H", "H", "H", "I", "N", "C", "H"],
  "positions_angstrom": [[0.301643, -0.049674, 0.754565], [2.338860, 3.682282, 3.171367], [1.746139, 3.383622, 4.443175], [1.851470, 4.110785, 5.586589], [1.008859, 3.720235, 6.607768], [0.143942, 2.628020, 6.486831], [0.064376, 1.948951, 5.264167], [0.882238, 2.328348, 4.275886], [1.019160, 1.947975, 2.873935], [1.871485, 2.828487, 2.294497], [1.132702, 2.885703, -0.011459], [0.895520, 3.973848, -0.765685], [-0.462950, 3.726361, -1.793922], [-0.604638, 2.151362, -1.111363], [0.293434, 1.831891, -0.247168], [2.774245, 4.514909, 2.946767], [2.560050, 4.900051, 5.747976], [1.038824, 4.334781, 7.508001], [-0.456440, 2.415908, 7.332497], [-0.662005, 1.154658, 5.180076], [1.365205, 4.951887, -0.614968], [-1.240797, 1.426363, -1.527400], [3.871136, -0.001109, -0.494412], [2.994377, -0.771015, 0.496832], [2.074752, -2.086184, -0.539545], [3.093974, -3.424616, -1.488569], [2.872717, -3.190731, -2.978460], [0.733093, -1.174211, -1.547233], [-0.597391, -1.371031, -1.744742], [-1.817068, -2.357467, -0.454496], [-2.534917, -1.036225, 0.851957], [-3.821087, -0.277279, 0.581370], [-2.884722, -3.893391, -0.878810], [-4.325966, -3.754480, -0.304028], [-1.271909, -0.896444, -2.984987], [-2.637260, -0.896077, -3.033214], [-3.318762, -0.481550, -4.186472], [-2.582744, -0.155886, -5.320932], [-1.199030, -0.179827, -5.274464], [-0.547216, -0.523678, -4.143723], [4.671967, 0.529073, 0.010487], [3.327087, 0.701615, -1.173147], [4.327780, -0.689739, -1.213949], [2.432261, 0.013317, 1.004610], [3.590188, -1.211586, 1.263806], [2.928199, -4.441465, -1.115004], [4.068770, -3.139045, -1.172224], [1.895940, -3.455262, -3.289481], [3.570971, -3.788347, -3.565806], [2.996144, -2.132278, -3.265553], [1.104215, -0.501644, -2.289389], [-1.768850, -0.333501, 1.012690], [-2.588574, -1.525643, 1.824368], [-3.934294, 0.198800, -0.389455], [-3.896217, 0.494576, 1.383921], [-4.631930, -1.010721, 0.703716], [-2.350061, -4.726381, -0.482635], [-2.865025, -3.891479, -1.978421], [-4.344347, -3.869920, 0.774617], [-4.889404, -4.629054, -0.673060], [-4.837221, -2.841174, -0.583696], [-3.285090, -1.293132, -2.244848], [-4.419061, -0.449622, -4.292745], [-3.048719, 0.058293, -6.246853], [-0.645672, 0.144486, -6.194984], [0.551515, -0.525519, -4.120158], [0.307535, -3.036571, 1.352596], [2.170187, 2.799218, 0.978536], [0.563946, 0.871984, 2.200363], [3.034467, 3.355197, 0.823467]],
  "forces_ev_per_a": [[0.4, -0.3, 0.1], [-1.2, -2.0, 1.5], [0.9, 1.0, -1.2], [0.0, -0.1, 0.7], [0.0, 0.2, 0.7], [0.9, 1.0, -1.1], [-1.7, -1.1, 2.2], [1.1, 0.4, -2.2], [0.2, 0.8, 1.2], [-1.0, -0.5, 0.4], [0.6, 0.2, 0.5], [-0.2, 1.1, 0.1], [0.4, -0.6, 0.7], [0.1, 1.3, -1.4], [0.8, -0.7, 0.8], [1.2, 1.9, -0.4], [0.1, 0.4, -0.2], [-0.1, -0.5, 0.0], [-0.7, -0.6, 0.4], [0.1, -0.2, -0.2], [-0.2, -0.5, -0.4], [-1.1, -0.7, -0.4], [0.1, 0.0, -1.4], [0.1, 1.0, -0.6], [-0.8, -0.7, 0.6], [-0.7, 0.0, 0.2], [0.9, 0.3, -0.1], [-1.4, 0.1, 0.0], [0.0, -0.7, 0.0], [0.5, 1.0, 0.5], [-0.3, -1.2, -0.6], [-0.6, -0.2, 0.9], [-0.7, 1.1, -0.4], [0.5, -1.2, -0.3], [1.2, -0.1, 0.5], [-2.1, 0.1, -0.7], [-0.4, 0.0, -0.7], [-0.1, -0.4, 1.1], [0.5, 1.0, -2.1], [1.1, -0.3, 1.6], [0.0, 0.1, 0.0], [0.1, -0.3, 0.8], [0.4, 0.0, 0.2], [-0.7, 0.1, 0.5], [0.4, -0.5, 0.6], [-0.2, 0.2, -0.3], [1.2, 0.0, 0.1], [-1.1, -0.4, -0.2], [0.0, 0.1, 0.0], [0.2, -0.3, 0.1], [0.8, 0.4, -0.4], [1.4, 1.5, 0.3], [-0.2, -0.2, 0.0], [0.3, 0.0, -0.1], [-0.3, -0.5, -0.7], [0.0, 0.6, 0.0], [0.2, -0.9, 0.1], [-0.1, -0.4, 0.3], [0.1, 0.2, 0.2], [0.0, 0.5, 0.0], [0.0, 0.1, -0.2], [0.3, 0.2, 0.2], [0.8, -0.2, 0.5], [-0.6, 0.3, -0.6], [-0.4, -0.6, 1.1], [-0.6, -0.1, -0.1], [-0.2, 0.3, -0.7], [1.2, 0.6, -0.7], [-0.5, -0.8, -0.3], [-1.0, -0.6, -0.5]],
  "total_charge": 3,
  "s_squared": 1.232,
  "e_lumo_ev": [-8.76, -8.76],
  "multiplicity": 2,
  "largest_force_ev_per_a": 3.0
}

=====

# 2
{
  "formula": "C27H34N3",
  "method": "the ωB97M-V functional and the def2-TZVPD basis",
  "species": ["C", "C", "N", "C", "C", "C", "C", "C", "C", "C", "C", "C", "C", "N", "C", "C", "C", "C", "C", "C", "C", "C", "C", "C", "C", "H", "H", "H", "H", "H", "H", "H", "H", "H", "H", "H", "H", "H", "H", "H", "H", "H", "H", "H", "H", "H", "H", "H", "H", "H", "C", "C", "C", "N", "C", "H", "H", "H", "H", "H", "H", "H", "H", "H"],
  "positions_angstrom": [[-5.264965, -0.115637, -0.253135], [-5.612478, -0.171188, -1.746098], [-4.434594, -0.351009, -2.549711], [-4.458726, -0.725820, -3.945094], [-2.957465, -0.806658, -4.336302], [-2.224375, -0.435343, -3.095327], [-0.887047, -0.247492, -2.785020], [-0.530927, -0.011480, -1.432198], [0.946340, -0.125636, -1.051970], [1.370524, 0.439181, 0.312300], [2.537939, 1.223003, 0.344536], [2.970456, 1.723400, 1.560855], [2.179356, 1.506460, 2.694433], [2.727168, 2.088018, 3.788500], [2.191161, 1.903131, 5.109941], [0.677668, 1.673058, 5.042305], [0.240428, 0.645485, 3.975469], [1.011242, 0.737801, 2.702475], [0.670619, 0.122072, 1.490547], [4.061710, 2.583787, 3.518489], [4.171636, 2.495003, 1.976159], [-1.504334, 0.429491, -0.527597], [-2.862309, 0.288657, -0.817622], [-3.175572, -0.187122, -2.091054], [-3.994547, 0.686103, 0.062885], [-6.114718, 0.307598, 0.291242], [-5.123744, -1.146163, 0.098227], [-6.291097, -1.017057, -1.946796], [-6.147656, 0.749393, -2.049280], [-4.973987, -1.691023, -4.066534], [-5.001646, 0.020967, -4.546446], [-2.707179, -1.820629, -4.671194], [-2.739660, -0.120722, -5.163034], [-0.130970, -0.289316, -3.579873], [1.520525, 0.400983, -1.830997], [3.108614, 1.408515, -0.567327], [2.686169, 1.049983, 5.610472], [2.422769, 2.802342, 5.696629], [0.329471, 1.339821, 6.026140], [0.188715, 2.632770, 4.824072], [0.349021, -0.370010, 4.384773], [-0.828225, 0.787026, 3.764568], [-0.182569, -0.566122, 1.475774], [4.187449, 3.601597, 3.905949], [4.811680, 1.942676, 4.008578], [5.103746, 2.005214, 1.678355], [4.175538, 3.504566, 1.544358], [-1.230365, 0.894281, 0.417713], [-4.197709, 1.759841, -0.077431], [-3.706723, 0.550775, 1.110564], [2.308752, -3.292152, -2.542808], [3.465756, -2.760540, -1.688103], [2.948700, -1.577635, -0.882445], [1.459864, -1.516965, -1.125398], [1.088228, -2.412296, -2.280167], [2.580562, -3.228691, -3.605018], [2.071896, -4.343190, -2.332579], [3.878948, -3.518113, -1.013401], [4.279680, -2.420778, -2.338553], [3.119150, -1.673830, 0.195365], [3.371878, -0.631559, -1.219131], [1.025209, -1.948756, -0.304892], [0.858010, -1.797752, -3.140766], [0.187007, -2.982312, -2.008375]],
  "forces_ev_per_a": [[0.0, -0.4, 0.1], [-0.4, 0.3, -0.1], [-0.1, -0.1, 0.1], [-0.2, -0.1, -0.3], [-0.2, -0.1, -1.0], [0.6, 0.6, 1.0], [-0.7, -0.5, 0.0], [0.7, 0.6, -0.1], [-0.4, 2.2, -0.2], [-0.2, -0.5, -0.7], [0.0, 0.3, 0.7], [-0.8, -0.7, -0.5], [-0.1, -0.3, 0.0], [-0.3, 0.5, 0.2], [0.1, -0.3, 0.2], [-0.1, 0.2, -0.1], [-0.2, -0.5, 0.6], [0.6, 0.1, -0.8], [0.2, 0.5, 0.1], [0.2, -0.1, 0.1], [0.8, 0.7, -0.1], [-0.5, -0.6, 0.0], [0.7, 0.1, -0.7], [0.1, 0.1, 0.2], [-0.3, 0.5, 0.2], [0.1, -0.1, -0.1], [0.0, 0.2, 0.0], [0.1, 0.3, 0.2], [0.2, -0.2, 0.1], [0.1, 0.2, -0.1], [0.1, -0.2, 0.1], [0.0, 0.2, 0.0], [0.0, -0.2, 0.1], [-0.3, -0.1, 0.4], [0.0, -0.1, 0.2], [-0.2, 0.1, 0.2], [-0.1, 0.1, -0.1], [-0.1, -0.2, 0.0], [0.0, 0.1, -0.2], [0.1, -0.2, 0.1], [-0.1, 0.2, 0.0], [0.2, -0.1, 0.1], [0.3, 0.3, 0.0], [0.0, -0.2, -0.1], [-0.1, 0.1, -0.1], [-0.1, 0.1, 0.0], [0.0, -0.2, 0.0], [0.0, -0.3, -0.2], [0.0, -0.2, 0.1], [-0.2, 0.1, -0.1], [0.0, -0.5, -0.4], [0.5, -0.1, 0.0], [0.1, -0.1, -0.1], [-0.4, -1.5, 1.1], [0.1, -0.1, -0.2], [-0.2, -0.1, 0.3], [0.2, 0.3, 0.0], [-0.1, 0.1, -0.3], [-0.1, -0.2, 0.2], [-0.1, 0.2, -0.3], [-0.1, -0.2, 0.1], [0.1, -0.1, -0.1], [0.1, 0.0, 0.1], [0.3, 0.4, -0.1]],
  "total_charge": 1,
  "e_lumo_ev": -2.25,
  "smiles": "c1c(C(c2cc3c4c(c2)CCN4CCC3)[NH+]2CCCC2)cc2c3c1CCCN3CC2",
  "e_above_lowest_kj_mol": 0.0,
  "largest_force_ev_per_a": 2.2
}

=====

# 3
{
  "formula": "C27H34N4O2",
  "method": "the ωB97M-V functional and the def2-TZVPD basis",
  "species": ["C", "H", "O", "C", "C", "C", "C", "C", "C", "H", "H", "H", "C", "C", "C", "C", "C", "C", "H", "H", "N", "C", "O", "C", "C", "N", "C", "C", "H", "H", "C", "N", "C", "C", "C", "N", "C", "H", "H", "H", "H", "C", "H", "H", "H", "H", "H", "H", "H", "C", "C", "C", "H", "H", "H", "H", "H", "H", "H", "H", "H", "H", "H", "H", "H", "H", "H"],
  "positions_angstrom": [[5.434302, -4.524881, -1.464624], [6.137477, -5.191253, -1.962030], [5.042606, -5.192037, -0.291018], [4.167648, -4.570880, 0.551972], [3.602705, -3.323611, 0.328365], [2.714222, -2.773161, 1.251335], [2.396036, -3.487367, 2.401136], [2.961653, -4.730908, 2.624228], [3.840402, -5.275717, 1.711396], [4.289277, -6.243352, 1.869178], [2.716565, -5.280174, 3.521365], [1.724256, -3.059358, 3.129497], [2.122110, -1.452233, 0.997910], [2.882383, -0.413565, 0.464501], [2.328046, 0.823982, 0.203791], [0.978908, 1.046905, 0.464749], [0.212614, 0.018303, 1.014208], [0.779230, -1.209063, 1.281172], [0.166024, -1.999736, 1.685940], [-0.834666, 0.187995, 1.221705], [0.330439, 2.249278, 0.192130], [0.845483, 3.445765, -0.179608], [2.021140, 3.678960, -0.372731], [-0.218906, 4.539949, -0.322550], [-1.493007, 4.068240, -1.032297], [-2.201421, 3.081551, -0.228488], [-3.321481, 2.442477, -0.907124], [-2.980633, 1.731147, -2.218816], [-3.876400, 1.185752, -2.519373], [-2.757111, 2.459872, -3.000197], [-1.816734, 0.744844, -2.147980], [-2.114252, -0.420328, -1.353965], [-1.361824, -1.544457, -1.288056], [-2.010125, -2.393685, -0.417189], [-3.152753, -1.692581, 0.002188], [-3.195403, -0.503121, -0.575320], [-4.207885, -2.137610, 0.951894], [-4.668709, -3.060306, 0.601996], [-4.970610, -1.368552, 1.037223], [-3.779185, -2.326192, 1.935678], [-1.705552, -3.377623, -0.123962], [-0.098547, -1.714603, -2.048465], [0.598623, -0.906918, -1.826021], [0.365284, -2.657635, -1.773311], [-0.287503, -1.717845, -3.123045], [-0.923495, 1.234301, -1.746069], [-1.583697, 0.408648, -3.165766], [-3.718933, 1.691269, -0.220723], [-4.118153, 3.176231, -1.122197], [-2.638509, 3.684513, 1.023874], [-1.447125, 4.161515, 1.852358], [-0.581376, 5.127004, 1.048699], [0.328828, 5.368999, 1.599515], [-1.134650, 6.056323, 0.888486], [-0.853435, 3.305219, 2.174209], [-1.818394, 4.660718, 2.749259], [-3.199724, 2.933923, 1.586536], [-3.313864, 4.536861, 0.829844], [-1.220765, 3.622657, -1.990338], [-2.132345, 4.946232, -1.235158], [0.245620, 5.327675, -0.924613], [-0.695595, 2.233207, 0.256570], [2.928538, 1.622440, -0.199816], [3.932669, -0.570136, 0.266718], [3.824268, -2.768082, -0.569597], [5.933003, -3.575854, -1.241498], [4.582412, -4.339931, -2.127680]],
  "forces_ev_per_a": [[0.1, 0.1, -0.2], [0.0, 0.1, 0.0], [-0.2, -0.1, 0.3], [0.0, -0.1, 0.1], [0.2, -0.1, -0.2], [0.1, -0.3, 0.2], [-0.1, 0.2, -0.1], [0.1, -0.1, -0.1], [0.1, 0.0, -0.2], [0.1, -0.1, 0.0], [0.0, 0.0, 0.1], [-0.1, 0.1, 0.1], [-0.1, 0.3, 0.0], [-0.2, -0.2, 0.1], [0.1, 0.2, -0.1], [0.2, -0.2, 0.1], [0.1, 0.2, 0.0], [0.2, 0.0, 0.0], [-0.1, -0.1, 0.0], [-0.2, 0.0, 0.0], [-0.2, -0.2, 0.1], [-0.3, 0.3, -0.2], [0.3, 0.0, 0.0], [0.0, 0.2, 0.0], [0.2, 0.0, -0.1], [-0.3, 0.1, -0.1], [-0.2, -0.1, -0.1], [0.1, -0.1, 0.3], [0.0, 0.1, -0.1], [0.0, -0.1, 0.0], [0.0, 0.5, -0.3], [0.4, -0.7, 0.0], [-0.1, -0.2, 0.1], [0.0, 0.2, -0.2], [0.2, 0.1, -0.2], [-0.7, 0.2, 0.4], [0.0, 0.0, 0.0], [-0.1, 0.0, 0.0], [-0.1, 0.0, 0.0], [-0.1, 0.0, 0.1], [0.1, -0.2, 0.0], [-0.1, 0.1, 0.0], [0.1, 0.0, 0.0], [0.1, 0.0, 0.0], [0.1, 0.0, -0.1], [0.0, 0.0, -0.1], [0.0, 0.1, 0.1], [0.0, 0.2, -0.1], [0.0, 0.0, 0.0], [0.1, 0.0, 0.3], [-0.2, 0.2, 0.0], [0.1, -0.2, 0.1], [0.0, 0.1, 0.0], [0.0, 0.0, 0.0], [0.0, 0.0, 0.1], [0.0, 0.0, 0.0], [0.0, 0.1, -0.1], [0.0, 0.0, 0.0], [-0.1, 0.0, 0.0], [0.0, -0.1, 0.0], [0.0, -0.2, 0.0], [0.2, 0.0, -0.1], [0.0, 0.0, 0.0], [0.1, 0.0, 0.0], [0.0, 0.0, -0.1], [0.0, 0.0, 0.0], [0.0, 0.0, 0.0]],
  "e_lumo_ev": 0.72,
  "smiles": "COc1cccc(-c2ccc(NC(=O)[C@@H]3CCCN(CCCn4nc(C)cc4C)C3)cc2)c1",
  "e_above_lowest_kj_mol": 9.1,
  "largest_force_ev_per_a": 0.8
}